# 1
{
  "formula": "C19H25Cl16FI2NO4",
  "method": "the ωB97M-V functional and the def2-TZVPD basis",
  "symbols": ["C", "C", "O", "C", "C", "N", "C", "I", "C", "C", "I", "C", "C", "C", "C", "O", "C", "C", "C", "F", "C", "O", "O", "H", "H", "H", "H", "H", "H", "H", "H", "H", "H", "H", "H", "H", "H", "H", "H", "H", "H", "H", "H", "H", "H", "H", "H", "H", "C", "Cl", "Cl", "Cl", "Cl", "C", "Cl", "Cl", "Cl", "Cl", "C", "Cl", "Cl", "Cl", "Cl", "C", "Cl", "Cl", "Cl", "Cl"],
  "positions_angstrom": [[-3.23464, 0.99918, -0.40292], [-2.51440, 0.92250, -1.75878], [-1.27141, 1.57010, -1.79994], [-0.27782, 0.90692, -1.01409], [0.20555, 1.81755, 0.12788], [1.57128, 2.33336, 0.02988], [1.93391, 2.72094, -1.26714], [3.04094, 1.45429, -2.60623], [1.47525, 3.88638, -1.73438], [0.62583, 4.84836, -0.96410], [1.80423, 4.60128, -3.68954], [2.55400, 1.72510, 0.95945], [2.22838, 2.00153, 2.46548], [1.41952, 3.20846, 2.94834], [1.72006, 4.56481, 2.33231], [-0.01038, 2.99777, 2.91582], [2.59788, 0.19774, 0.77220], [3.48894, -0.64697, 1.71183], [2.69768, -1.49885, 2.71367], [4.43139, 0.04633, 2.45497], [3.97833, 2.33305, 0.67686], [4.81121, 1.56556, 0.17852], [4.11407, 3.51828, 0.98482], [-3.97782, 1.79214, -0.36677], [-3.75628, 0.05303, -0.23457], [-2.52024, 1.09851, 0.41332], [-2.42114, -0.12887, -2.04935], [-3.14894, 1.38632, -2.51611], [-0.75315, 0.02897, -0.56263], [0.53634, 0.54181, -1.63611], [-0.51944, 2.63058, 0.20391], [0.10910, 1.26532, 1.06050], [0.42628, 4.51514, 0.04636], [1.06701, 5.84444, -0.98512], [-0.33689, 4.93419, -1.47889], [3.18178, 2.04315, 2.98679], [1.72371, 1.10935, 2.86062], [1.66019, 3.31441, 4.01429], [2.53173, 5.02613, 2.89471], [2.05453, 4.51964, 1.30594], [0.83823, 5.19823, 2.45161], [-0.17261, 2.05328, 2.98931], [2.89431, -0.02051, -0.24824], [1.59131, -0.22353, 0.87420], [4.03263, -1.35958, 1.08740], [1.79297, -1.89988, 2.25889], [2.45807, -0.90977, 3.59809], [3.30854, -2.34984, 3.01761], [-0.72953, -3.23503, -1.16841], [-2.37634, -2.97335, -1.77109], [-0.50202, -4.96410, -0.87738], [0.42829, -2.66890, -2.36305], [-0.50153, -2.35325, 0.34220], [-6.72595, -1.53721, 1.27332], [-6.66014, -2.01466, 2.97268], [-6.87420, 0.21757, 1.15975], [-5.25028, -2.05628, 0.45960], [-8.12374, -2.29872, 0.50302], [1.08626, -4.70728, -6.14836], [2.80738, -4.42139, -6.41540], [0.81896, -5.16128, -4.46629], [0.18247, -3.23331, -6.50416], [0.53356, -6.00947, -7.21278], [-3.64361, -7.83618, 0.44292], [-4.45159, -7.48807, 1.97476], [-2.07252, -8.58108, 0.76393], [-4.63698, -8.95019, -0.50549], [-3.40460, -6.34001, -0.45375]],
  "homo_energy_ev": -4.756,
  "charge": -1,
  "e_tot_ev": -249064.78860,
  "lumo_ha": 0.04783,
  "homo_lumo_gap_ha": 0.2226
}

# 2
{
  "formula": "C5H5N",
  "method": "the ωB97M-V functional and the def2-TZVPD basis",
  "symbols": ["C", "C", "C", "C", "C", "N", "H", "H", "H", "H", "H"],
  "positions_angstrom": [[-0.26475, -3.28380, -1.10557], [-0.06946, -2.18013, -0.75681], [0.44336, -0.11913, 0.63097], [-1.01103, 1.58034, -0.49298], [-0.05685, 1.27913, 0.44301], [1.54902, -0.33335, 1.11151], [-0.07701, -1.00510, -0.25552], [-1.56109, 0.84362, -1.07641], [-1.45295, 2.43485, -0.74220], [0.37946, 1.93216, 1.21382], [2.12129, -1.14858, 1.03016]],
  "homo_energy_ev": [-8.663, -10.482],
  "e_tot_ev": -6746.07791,
  "de_lowest_ev": 9.830,
  "lumo_ha": [-0.08119, -0.04937],
  "homo_lumo_gap_ha": [0.2372, 0.3359]
}

# 3
{
  "formula": "C5H9BrN3",
  "method": "the ωB97M-V functional and the def2-TZVPD basis",
  "symbols": ["C", "C", "C", "C", "C", "N", "N", "N", "Br", "H", "H", "H", "H", "H", "H", "H", "H", "H"],
  "positions_angstrom": [[0.09235, 0.37787, 0.20139], [1.81539, -1.78690, 0.43987], [-1.77142, 0.65753, -1.09868], [-1.87064, 1.64399, 0.17790], [1.91161, -0.44244, 0.77819], [1.03819, -2.30987, -0.41792], [-0.61439, -0.15242, -0.73040], [-0.45385, 1.50142, 0.72370], [3.07802, 0.49159, -0.39354], [2.59479, -2.39038, 1.09514], [-2.72746, 0.04007, -1.21054], [-1.61287, 1.12533, -2.10242], [-2.04349, 2.71139, -0.09666], [-2.45319, 1.10031, 0.93003], [2.10094, -0.16992, 1.80175], [1.17789, -3.37176, -0.52556], [-0.09406, -0.91286, -1.17705], [-0.16781, 1.88705, 1.60481]],
  "homo_energy_ev": -14.057,
  "charge": 1,
  "e_tot_ev": -79834.61647,
  "de_lowest_ev": 2.043,
  "lumo_ha": -0.14729,
  "homo_lumo_gap_ha": 0.3693
}

# 4
{
  "formula": "C5H15N3",
  "method": "the ωB97M-V functional and the def2-TZVPD basis",
  "symbols": ["C", "N", "C", "N", "C", "N", "C", "C", "H", "H", "H", "H", "H", "H", "H", "H", "H", "H", "H", "H", "H", "H", "H"],
  "positions_angstrom": [[2.45963, 0.59188, 0.16880], [1.44254, -0.18552, -0.03574], [1.72619, -1.59894, -0.20183], [0.23739, 0.35211, -0.21376], [0.11651, 1.82183, -0.48851], [-0.88444, -0.38385, 0.20109], [-1.61361, -0.01452, 1.48677], [-1.93533, -0.50887, -0.89100], [2.10623, 1.67171, 0.13112], [3.47901, 0.36699, -0.02593], [0.94796, -2.01590, -0.75649], [2.75510, -1.70083, -0.51764], [1.74284, -1.83515, 0.87149], [0.76464, 2.07643, -1.26862], [-0.89545, 1.89722, -0.98807], [-0.07165, 2.37234, 0.33509], [-0.66783, -1.41782, 0.39883], [-2.32047, 0.77801, 1.31539], [-1.87987, -0.95690, 1.83186], [-0.90380, 0.41116, 2.18396], [-2.88740, -0.74588, -0.54877], [-1.94119, 0.33058, -1.46800], [-1.77699, -1.30608, -1.52006]],
  "smiles": "C=[N+](C)N(C)[NH+](C)C",
  "homo_energy_ev": -18.985,
  "charge": 2,
  "e_tot_ev": -9876.21780,
  "de_lowest_ev": 7.342,
  "lumo_ha": -0.31925,
  "homo_lumo_gap_ha": 0.3784
}

# 5
{
  "formula": "C3H15NO3",
  "method": "the ωB97M-V functional and the def2-TZVPD basis",
  "symbols": ["C", "C", "C", "N", "H", "H", "H", "H", "H", "H", "H", "H", "H", "O", "H", "H", "O", "H", "H", "O", "H", "H"],
  "positions_angstrom": [[2.68080, 0.74700, -0.35875], [2.20241, 0.10163, 0.98033], [1.13733, -0.99039, 0.74896], [-0.06813, -0.37435, -0.01048], [1.90681, 0.96541, -1.07237], [3.18901, -0.01420, -1.01846], [3.19818, 1.69279, -0.34095], [3.10469, -0.46856, 1.43141], [1.65814, 0.89101, 1.61981], [0.90714, -1.36155, 1.80962], [1.58151, -1.63273, -0.06700], [-0.56458, 0.12103, 0.74376], [-0.70358, -1.20105, -0.00192], [-3.25865, 0.59161, 0.28478], [-4.23246, 0.75716, 0.12923], [-2.79869, 1.34478, -0.14616], [-0.28148, 1.77307, -2.24757], [-0.93208, 2.37917, -1.86822], [-0.29337, 1.06645, -1.58604], [-2.66365, -2.30988, -0.05039], [-2.76812, -1.42863, 0.17488], [-3.00123, -2.64977, 0.84554]],
  "smiles": "CCCN.O.O.O",
  "homo_energy_ev": -10.289,
  "e_tot_ev": -10985.81991,
  "de_lowest_ev": 1.791,
  "lumo_ha": 0.00737,
  "homo_lumo_gap_ha": 0.3855
}

# 6
{
  "formula": "C39H41GeN5OOsS",
  "method": "the ωB97M-V functional and the def2-TZVPD basis",
  "symbols": ["Os", "C", "C", "N", "N", "C", "N", "S", "C", "C", "C", "C", "C", "N", "H", "H", "H", "H", "H", "H", "H", "H", "H", "C", "C", "C", "N", "H", "H", "H", "H", "H", "C", "C", "C", "C", "C", "C", "Ge", "C", "C", "C", "C", "C", "C", "C", "C", "C", "C", "C", "C", "H", "H", "H", "H", "H", "H", "H", "H", "H", "H", "H", "H", "H", "H", "H", "C", "C", "C", "C", "C", "C", "C", "O", "C", "C", "C", "H", "H", "H", "H", "H", "H", "H", "H", "H", "H", "H", "H"],
  "positions_angstrom": [[0.29560, -2.05038, 1.05826], [-2.38322, -4.71934, 3.08337], [-1.16863, -4.07529, 2.55038], [-1.28709, -3.11767, 1.54167], [-2.42570, -3.07958, 0.89213], [-2.55637, -2.36226, -0.17520], [-3.71445, -2.28445, -0.83430], [-1.11564, -1.44889, -0.76897], [0.15042, -4.32590, 2.94003], [0.54502, -5.25049, 3.94496], [1.86918, -5.38069, 4.26885], [2.82267, -4.60116, 3.59620], [2.39562, -3.72391, 2.61604], [1.11710, -3.58740, 2.27956], [-3.16841, -4.68791, 2.33084], [-2.74108, -4.17876, 3.96394], [-2.20123, -5.74595, 3.38451], [-4.48102, -2.86497, -0.53138], [-3.82166, -1.74530, -1.67462], [-0.21196, -5.83709, 4.43944], [2.18436, -6.07040, 5.03818], [3.87034, -4.69107, 3.82465], [3.11565, -3.13393, 2.06040], [5.01923, 0.29107, 0.39200], [3.64306, 0.85468, 0.00151], [2.61368, -0.09534, 0.23641], [1.80836, -0.89639, 0.45356], [5.78391, 1.03168, 0.18132], [5.24691, -0.60284, -0.17859], [5.05631, 0.04664, 1.44926], [3.63598, 1.13466, -1.05884], [3.41935, 1.75446, 0.58317], [-4.48983, 2.72212, -1.47598], [-4.54470, 2.02087, -2.67077], [-3.42531, 1.34110, -3.12439], [-2.24732, 1.37924, -2.38207], [-2.19600, 2.07490, -1.17590], [-3.31970, 2.74879, -0.73066], [-0.62882, 0.48050, -3.11974], [-0.82339, -0.90201, -4.53389], [0.01656, -0.86030, -5.64310], [-0.17285, -1.77268, -6.66978], [-1.17577, -2.72474, -6.58066], [-2.00725, -2.76891, -5.47293], [-1.83049, -1.85806, -4.44660], [1.14566, 1.38957, -3.01532], [2.31827, 0.72563, -3.37425], [3.50438, 1.43365, -3.49095], [3.51857, 2.80415, -3.26288], [2.35532, 3.46524, -2.89713], [1.17025, 2.76120, -2.76123], [-5.36166, 3.25112, -1.12208], [-5.45384, 2.01387, -3.25349], [-3.45729, 0.80442, -4.06498], [-1.28036, 2.08230, -0.59437], [-3.28614, 3.30887, 0.19169], [0.79542, -0.11181, -5.72281], [0.46230, -1.73217, -7.54096], [-1.30986, -3.43881, -7.37933], [-2.78946, -3.50946, -5.40489], [-2.46226, -1.89613, -3.56788], [2.30597, -0.34186, -3.55960], [4.41051, 0.92236, -3.78465], [4.43866, 3.35638, -3.37654], [2.36394, 4.53186, -2.72801], [0.25801, 3.27901, -2.49156], [-1.24642, 5.45559, 2.74208], [-0.64585, 4.10526, 2.84085], [0.70472, 3.92013, 3.13057], [1.25487, 2.65852, 3.27582], [2.71180, 2.54908, 3.58872], [0.42177, 1.51566, 3.10694], [0.94077, 0.21067, 3.40272], [0.44299, -0.88383, 3.10065], [-0.93912, 1.69153, 2.73466], [-1.84369, 0.52597, 2.51703], [-1.44237, 2.97467, 2.63306], [-0.52035, 6.23666, 2.94466], [-2.06530, 5.54713, 3.45805], [-1.67197, 5.61291, 1.74943], [1.33258, 4.78629, 3.27466], [3.21333, 3.49159, 3.38004], [3.20919, 1.76127, 3.02721], [2.84903, 2.34473, 4.65212], [1.87105, 0.19838, 3.99046], [-1.80005, -0.16217, 3.36104], [-1.53149, -0.03657, 1.62608], [-2.87295, 0.84675, 2.38582], [-2.49035, 3.11374, 2.41629]],
  "homo_energy_ev": [-16.030, -15.972],
  "charge": 3,
  "e_tot_ev": -120399.34714,
  "lumo_ha": [-0.37692, -0.36511],
  "spin_multiplicity": 2,
  "homo_lumo_gap_ha": [0.2122, 0.2218]
}

# 7
{
  "formula": "C26H34N4O4",
  "method": "the ωB97M-V functional and the def2-TZVPD basis",
  "symbols": ["C", "C", "C", "C", "O", "C", "C", "C", "C", "N", "C", "C", "O", "N", "C", "C", "C", "C", "C", "C", "O", "C", "C", "C", "O", "N", "C", "C", "C", "C", "C", "N", "C", "C", "H", "H", "H", "H", "H", "H", "H", "H", "H", "H", "H", "H", "H", "H", "H", "H", "H", "H", "H", "H", "H", "H", "H", "H", "H", "H", "H", "H", "H", "H", "H", "H", "H", "H"],
  "positions_angstrom": [[-5.47167, -4.04444, -0.13266], [-5.98460, -2.64514, 0.18150], [-5.19277, -1.99406, 1.31345], [-5.66746, -0.56405, 1.58200], [-5.49657, 0.28861, 0.46738], [-4.26016, 0.75066, 0.14933], [-3.10195, 0.56176, 0.89874], [-1.90234, 1.10370, 0.47400], [-1.83958, 1.83369, -0.70229], [-0.60599, 2.41553, -1.10994], [-0.21362, 3.62589, -0.40276], [0.63411, 3.32811, 0.84606], [0.23087, 3.53512, 1.97275], [1.84309, 2.84173, 0.53854], [2.82556, 2.44482, 1.52213], [4.19518, 3.03564, 1.16271], [4.82624, 1.96722, 0.27560], [4.45649, 0.67271, 0.99584], [3.03264, 0.91352, 1.51583], [0.23568, 1.85692, -1.99688], [1.34688, 2.32433, -2.21721], [-0.26577, 0.63072, -2.74110], [0.89788, -0.33777, -2.93403], [1.32936, -0.90142, -1.59067], [0.73122, -0.69290, -0.55895], [2.45571, -1.66702, -1.67932], [3.13562, -2.34463, -0.67185], [2.65171, -2.50119, 0.62651], [3.44003, -3.19388, 1.52600], [4.66092, -3.70836, 1.11203], [5.03726, -3.50801, -0.20519], [4.29846, -2.84552, -1.07741], [-2.99329, 2.03421, -1.45209], [-4.18911, 1.49447, -1.03220], [-5.55096, -4.68568, 0.74274], [-4.42788, -4.00974, -0.43752], [-6.04963, -4.49078, -0.93820], [-5.90858, -2.01771, -0.70872], [-7.03888, -2.69672, 0.46250], [-5.30816, -2.57380, 2.23137], [-4.13362, -1.98387, 1.04836], [-5.17212, -0.14823, 2.46774], [-6.74694, -0.56163, 1.75884], [-3.11649, 0.00178, 1.81968], [-1.00574, 0.95257, 1.05353], [-1.11732, 4.15474, -0.09560], [0.37075, 4.24635, -1.08878], [2.06058, 2.67421, -0.43830], [2.45247, 2.80736, 2.48303], [4.78891, 3.16571, 2.06814], [4.09800, 4.00110, 0.66876], [4.37224, 1.98867, -0.71638], [5.90247, 2.09208, 0.16524], [5.13879, 0.51403, 1.83285], [4.51784, -0.19770, 0.34435], [2.89659, 0.49284, 2.51072], [2.29253, 0.45685, 0.85962], [-1.06853, 0.15028, -2.18409], [-0.64710, 0.95416, -3.71200], [0.61375, -1.16237, -3.59106], [1.73898, 0.19672, -3.38151], [2.93567, -1.72002, -2.56892], [1.69882, -2.08860, 0.90797], [3.10250, -3.33301, 2.54235], [5.29873, -4.25145, 1.79074], [5.97303, -3.89059, -0.59064], [-2.94585, 2.61156, -2.36341], [-5.09486, 1.63992, -1.59928]],
  "smiles": "CCCCOc1ccc(N(CC(=O)NC2CCCC2)C(=O)CCC(=O)Nc2ccccn2)cc1",
  "homo_energy_ev": -8.561,
  "e_tot_ev": -41666.59922,
  "de_lowest_ev": 0.476,
  "lumo_ha": 0.02274,
  "homo_lumo_gap_ha": 0.3373
}